a | {
  "formula": "C2H5FO",
  "method": "ωB97M-V with the def2-TZVPD basis set",
  "elements": ["C", "C", "O", "F", "H", "H", "H", "H", "H"],
  "positions_angstrom": [[-1.0860, 0.3354, -0.2484], [0.8107, 0.1629, 0.0819], [1.1552, -0.7444, 0.9746], [1.1309, -0.2159, -1.2197], [-1.4023, 1.2384, 0.1667], [-1.0390, 0.1489, -1.3116], [-1.3885, -0.5918, 0.3600], [1.0955, 1.2638, 0.3651], [0.7236, -1.5973, 0.8313]],
  "orbital_gap_ev": 10.38,
  "total_charge": 0,
  "e_homo_ev": -9.46,
  "spin_multiplicity": 1
}

---

b | {
  "formula": "C2H5FO",
  "method": "ωB97M-V with the def2-TZVPD basis set",
  "elements": ["C", "C", "O", "F", "H", "H", "H", "H", "H"],
  "positions_angstrom": [[0.1561, -0.7090, 0.7227], [-0.2452, -0.0963, -0.5243], [-0.4006, 1.8035, -0.1224], [0.5896, -0.0965, -1.6098], [-0.7143, -0.8723, 1.3104], [0.3220, -1.7795, 0.6505], [0.9853, -0.1744, 1.0792], [-1.1300, -0.2153, -0.9741], [0.4372, 2.1397, -0.5322]],
  "orbital_gap_ev": 11.09,
  "total_charge": 0,
  "e_homo_ev": -10.18,
  "spin_multiplicity": 1
}

---

Most stable pick: a. Distance to second place: 0.774 eV.

---

a | {
  "formula": "C2H5N5",
  "method": "ωB97M-V with the def2-TZVPD basis set",
  "elements": ["C", "C", "H", "H", "H", "H", "H", "N", "N", "N", "N", "N"],
  "positions_angstrom": [[-1.9021, -0.5313, -0.0681], [0.4932, 0.1749, 0.1006], [-1.4582, -1.1407, -0.8311], [-2.8186, 0.1822, -0.2080], [-2.0406, -0.8416, 1.3066], [-0.7846, 1.1417, -0.7265], [1.7168, 1.8428, 0.3459], [-0.8066, 0.3753, 0.0634], [0.9980, -1.1043, 0.0270], [2.3127, -1.1240, 0.0413], [2.7098, 0.0756, -0.1117], [1.5802, 0.9495, 0.0604]],
  "orbital_gap_ev": 9.56,
  "total_charge": 0,
  "e_homo_ev": -9.09,
  "spin_multiplicity": 1
}

---

b | {
  "formula": "C2H5N5",
  "method": "ωB97M-V with the def2-TZVPD basis set",
  "elements": ["N", "C", "C", "N", "N", "N", "N", "H", "H", "H", "H", "H"],
  "positions_angstrom": [[-1.6599, 0.4157, -0.3426], [-0.9136, -0.6248, 0.4228], [0.5003, -0.5003, 0.0587], [1.5569, -1.1639, -0.1348], [2.6398, -0.3441, -0.2291], [2.3193, 0.8694, -0.1032], [1.0823, 1.0185, 0.0633], [-2.6568, -0.0194, -0.6316], [-1.1275, 0.5835, -1.2141], [-1.3175, -1.6621, 0.3596], [-0.9051, -0.3655, 1.4055], [0.4817, 1.7930, 0.3455]],
  "orbital_gap_ev": 10.79,
  "total_charge": 0,
  "smiles": "NCc1nnn[nH]1",
  "e_homo_ev": -10.21,
  "spin_multiplicity": 1
}

---

Most stable pick: b. Distance to second place: 1.608 eV.

---

a | {
  "formula": "C2H9N4",
  "method": "ωB97M-V with the def2-TZVPD basis set",
  "elements": ["C", "C", "N", "N", "N", "N", "H", "H", "H", "H", "H", "H", "H", "H", "H"],
  "positions_angstrom": [[-1.5924, -2.1262, -0.5301], [-1.0221, 0.3935, 0.1219], [-1.2095, -0.9316, -0.1506], [-2.0216, 1.3562, -0.0069], [0.1535, 0.8229, 0.5016], [2.7660, 0.1892, 0.0833], [-1.8643, -2.9845, 0.1763], [-1.3232, -2.3065, -1.5851], [-1.9444, 2.3251, 0.1810], [-2.8831, 1.0166, -0.4353], [1.0851, 0.3184, 0.3118], [0.2770, 1.7006, 0.8798], [2.8458, -0.1500, 1.0673], [3.5622, 0.9635, -0.0013], [3.1708, -0.5872, -0.6137]],
  "orbital_gap_ev": 9.91,
  "total_charge": 1,
  "e_homo_ev": -14.07,
  "spin_multiplicity": 1
}

---

b | {
  "formula": "C2H9N4",
  "method": "ωB97M-V with the def2-TZVPD basis set",
  "elements": ["C", "C", "N", "N", "N", "N", "H", "H", "H", "H", "H", "H", "H", "H", "H"],
  "positions_angstrom": [[-0.5067, -1.0478, 1.8993], [-0.7076, -0.1809, 0.7217], [0.4884, -0.6643, 0.8745], [-1.3933, 0.5856, -0.0271], [0.1301, 1.5235, -1.8654], [1.5426, -1.1303, 0.1448], [-0.3494, -0.6240, 2.8829], [-0.9384, -2.0432, 1.8888], [-2.3428, 0.8247, 0.2273], [-0.8090, 1.0585, -0.9104], [0.9424, 0.9148, -1.8561], [-0.2726, 1.5079, -2.7987], [0.4315, 2.4719, -1.6636], [1.3865, -2.0711, -0.2197], [2.3985, -1.1253, 0.7018]],
  "orbital_gap_ev": 11.33,
  "total_charge": 1,
  "e_homo_ev": -14.31,
  "spin_multiplicity": 1
}

---

Most stable pick: a. Distance to second place: 0.824 eV.

---

a | {
  "formula": "H4O2Si",
  "method": "ωB97M-V with the def2-TZVPD basis set",
  "elements": ["O", "O", "Si", "H", "H", "H", "H"],
  "positions_angstrom": [[0.1823, -1.8795, -0.9736], [0.0286, -1.0632, 0.1521], [0.0239, 0.5746, 0.2431], [-0.3631, -1.4225, -1.7176], [-1.2939, 1.3164, 0.1236], [0.7710, 1.1082, -0.9352], [0.1759, 0.3849, 1.8118]],
  "orbital_gap_ev": 10.51,
  "total_charge": 0,
  "smiles": "OO[SiH3]",
  "e_homo_ev": -10.16,
  "spin_multiplicity": 1
}

---

b | {
  "formula": "H4O2Si",
  "method": "ωB97M-V with the def2-TZVPD basis set",
  "elements": ["O", "O", "Si", "H", "H", "H", "H"],
  "positions_angstrom": [[-2.0968, -0.3639, 0.1780], [-0.2767, 0.7393, 0.0104], [1.0037, -0.1771, -0.0830], [-2.4089, 0.3982, 0.4849], [1.0112, -1.3003, -1.1873], [1.6435, -0.5130, 1.2288], [1.1240, 1.2168, -0.6317]],
  "orbital_gap_ev": [7.51, 7.51],
  "total_charge": 0,
  "e_homo_ev": [-10.02, -10.02],
  "spin_multiplicity": 1
}

---

Most stable pick: a. Distance to second place: 2.532 eV.

---

a | {
  "formula": "C6H6O2",
  "method": "ωB97M-V with the def2-TZVPD basis set",
  "elements": ["C", "C", "C", "C", "O", "C", "C", "O", "H", "H", "H", "H", "H", "H"],
  "positions_angstrom": [[-1.9750, -1.4530, 0.1749], [-0.7479, -0.6224, -0.0975], [0.4052, -1.1360, -0.1937], [1.4464, -0.1016, -0.0732], [2.5964, -0.5829, 0.1638], [0.8810, 1.2885, 0.0056], [-0.6768, 1.0347, 0.0413], [-1.5753, 1.7578, -0.0127], [-2.6100, -1.5570, 1.1737], [-2.8618, -0.9578, -0.6242], [-1.8110, -2.5278, -0.4449], [0.5217, -2.3413, -0.2758], [1.1942, 1.8071, -0.9129], [1.4007, 2.1161, 0.7309]],
  "orbital_gap_ev": 9.78,
  "total_charge": 0,
  "smiles": "CC1=CC(=O)CC1=O",
  "e_homo_ev": -9.77,
  "spin_multiplicity": 1
}

---

b | {
  "formula": "C6H6O2",
  "method": "ωB97M-V with the def2-TZVPD basis set",
  "elements": ["C", "C", "O", "C", "C", "C", "O", "C", "H", "H", "H", "H", "H", "H"],
  "positions_angstrom": [[1.2157, 1.2352, -0.0347], [0.0209, 0.7594, 0.0772], [-1.2230, 1.2736, 0.0234], [-2.0063, -0.0733, 0.0151], [-1.2456, -1.1156, 0.0200], [-0.0108, -0.7193, 0.0056], [1.2771, -1.2538, -0.1453], [2.0780, -0.0423, 0.1591], [1.6168, 2.3662, -0.4717], [-2.8297, -0.1471, 0.7144], [-2.6193, -0.0297, -0.8357], [-1.6941, -2.0847, 0.0367], [2.8302, 0.0693, -0.6735], [2.5902, -0.2380, 1.1094]],
  "orbital_gap_ev": 8.96,
  "total_charge": 0,
  "smiles": "C1=C2OCC=C2OC1",
  "e_homo_ev": -7.99,
  "spin_multiplicity": 1
}

---

Most stable pick: a. Distance to second place: 1.172 eV.

---

a | {
  "formula": "CHN3OS",
  "method": "ωB97M-V with the def2-TZVPD basis set",
  "elements": ["C", "N", "N", "N", "O", "S", "H"],
  "positions_angstrom": [[-1.5776, 0.8953, 0.8643], [-2.2907, -0.1566, 0.7275], [-1.0978, -0.9863, -0.7759], [0.0247, -0.7589, -0.6680], [-0.5625, 1.5095, 0.9104], [-3.3236, 1.2257, 0.2667], [0.6668, 0.0235, -0.1982]],
  "orbital_gap_ev": [7.40, 6.26],
  "total_charge": 0,
  "e_homo_ev": [-8.45, -8.02],
  "spin_multiplicity": 1
}

---

b | {
  "formula": "CHN3OS",
  "method": "ωB97M-V with the def2-TZVPD basis set",
  "elements": ["S", "C", "N", "N", "O", "N", "H"],
  "positions_angstrom": [[0.7846, -0.6844, 1.6196], [0.0734, -0.1061, 0.3274], [0.4205, 1.0816, -0.2060], [-0.0872, 1.2757, -1.3858], [-0.8744, 0.0859, -1.7390], [-0.9041, -0.6916, -0.4166], [-2.0043, -0.7595, 0.0917]],
  "orbital_gap_ev": 7.78,
  "total_charge": 0,
  "smiles": "S=c1nno[nH]1",
  "e_homo_ev": -9.57,
  "spin_multiplicity": 1
}

---

Most stable pick: a. Distance to second place: 0.532 eV.

---

a | {
  "formula": "CHN3OS",
  "method": "ωB97M-V with the def2-TZVPD basis set",
  "elements": ["S", "C", "N", "N", "N", "O", "H"],
  "positions_angstrom": [[1.5122, -0.3441, -1.7854], [0.6039, 0.0019, -0.3789], [-0.6110, -0.3607, -0.2248], [-1.1658, 0.2644, 0.9232], [-0.2796, 0.9026, 1.4863], [0.8406, 0.7409, 0.6912], [-0.9003, -1.2050, -0.7116]],
  "orbital_gap_ev": 9.25,
  "total_charge": 0,
  "smiles": "S=c1[nH]nno1",
  "e_homo_ev": -9.13,
  "spin_multiplicity": 1
}

---

b | {
  "formula": "CHN3OS",
  "method": "ωB97M-V with the def2-TZVPD basis set",
  "elements": ["S", "C", "N", "N", "N", "O", "H"],
  "positions_angstrom": [[2.0370, -0.2599, -0.0070], [0.2686, -0.1174, 0.0278], [-0.5152, 0.9703, 0.0114], [-1.7446, 0.4288, -0.0152], [-1.7449, -0.8078, -0.0080], [-0.4205, -1.2846, 0.0070], [2.1195, 1.0705, -0.0160]],
  "orbital_gap_ev": 10.79,
  "total_charge": 0,
  "smiles": "Sc1nnno1",
  "e_homo_ev": -10.39,
  "spin_multiplicity": 1
}

---

Most stable pick: b. Distance to second place: 0.446 eV.

---

a | {
  "formula": "C3H3N3",
  "method": "ωB97M-V with the def2-TZVPD basis set",
  "elements": ["N", "C", "C", "N", "C", "N", "H", "H", "H"],
  "positions_angstrom": [[2.6182, -0.3052, -0.3942], [1.5239, -0.1456, -0.0613], [0.1142, 0.0186, 0.3561], [-0.6586, -1.1141, -0.1089], [-0.3812, 1.3520, -0.0825], [-0.8117, 2.3672, -0.4298], [0.0997, 0.0165, 1.4525], [-1.5449, -1.1757, 0.3765], [-0.8319, -1.0598, -1.1070]],
  "orbital_gap_ev": 11.59,
  "total_charge": 0,
  "smiles": "N#CC(N)C#N",
  "e_homo_ev": -11.27,
  "spin_multiplicity": 1
}

---

b | {
  "formula": "C3H3N3",
  "method": "ωB97M-V with the def2-TZVPD basis set",
  "elements": ["C", "C", "C", "N", "N", "N", "H", "H", "H"],
  "positions_angstrom": [[-1.1504, 1.6668, 1.3447], [-0.1031, 0.1429, 0.1055], [0.2564, -0.9048, -0.9020], [-0.0485, 0.8232, 1.1198], [-2.1424, 1.4586, 0.6606], [-0.8492, 0.0241, -0.9263], [-0.9909, 2.3550, 2.1698], [1.0804, -0.6486, -1.6588], [0.2493, -1.7709, -0.3828]],
  "orbital_gap_ev": [7.17, 9.13],
  "total_charge": 0,
  "e_homo_ev": [-9.57, -9.92],
  "spin_multiplicity": 1
}

---

Most stable pick: a. Distance to second place: 5.243 eV.

---

a | {
  "formula": "C4H4Cl4",
  "method": "ωB97M-V with the def2-TZVPD basis set",
  "elements": ["C", "C", "Cl", "C", "Cl", "C", "Cl", "Cl", "H", "H", "H", "H"],
  "positions_angstrom": [[1.9042, -0.6454, -0.0467], [0.4680, -0.4520, 0.3155], [-0.2245, -1.6919, 1.2474], [-0.3137, 0.4550, -0.1456], [0.3287, 1.6920, -1.2695], [-1.8494, 0.5039, 0.0112], [-2.7235, 0.8977, -1.5239], [-2.1277, 1.8132, 1.2936], [2.5027, -0.6557, 0.8518], [2.1082, 0.1855, -0.7371], [2.0972, -1.5768, -0.4618], [-2.1702, -0.5255, 0.4651]],
  "orbital_gap_ev": 10.42,
  "total_charge": 0,
  "smiles": "C/C(Cl)=C(\\Cl)C(Cl)Cl",
  "e_homo_ev": -9.79,
  "spin_multiplicity": 1
}

---

b | {
  "formula": "C4H4Cl4",
  "method": "ωB97M-V with the def2-TZVPD basis set",
  "elements": ["C", "C", "C", "Cl", "Cl", "C", "Cl", "Cl", "H", "H", "H", "H"],
  "positions_angstrom": [[-0.3137, -0.8528, -1.3886], [0.0023, -0.1299, -0.2780], [-1.1742, 0.4424, 0.4302], [-1.2635, -0.5191, 1.9870], [-2.5907, 0.5168, -0.6343], [1.4447, 0.1563, 0.5783], [2.8161, -0.4765, -0.3649], [1.6225, 1.9249, 0.8232], [0.4001, -1.6267, -1.9227], [-1.2723, -0.7674, -1.6894], [-1.0955, 1.4525, 0.8415], [1.4242, -0.1204, 1.6177]],
  "orbital_gap_ev": 10.85,
  "total_charge": 0,
  "smiles": "C=C(C(Cl)Cl)C(Cl)Cl",
  "e_homo_ev": -10.48,
  "spin_multiplicity": 1
}

---

Most stable pick: a. Distance to second place: 0.984 eV.

---

a | {
  "formula": "CH3NOS",
  "method": "ωB97M-V with the def2-TZVPD basis set",
  "elements": ["C", "N", "O", "H", "S", "H", "H"],
  "positions_angstrom": [[-1.2871, -0.8073, -0.4001], [-1.8623, 0.1526, -0.1026], [-2.4481, 1.0475, 0.3610], [-0.5328, -1.1256, -1.1087], [2.6171, 0.5553, 0.2489], [1.7374, -0.3219, -0.2337], [1.7758, 0.4995, 1.2351]],
  "orbital_gap_ev": 10.72,
  "total_charge": 0,
  "smiles": "C#[N+][O-].S",
  "e_homo_ev": -10.00,
  "spin_multiplicity": 1
}

---

b | {
  "formula": "CH3NOS",
  "method": "ωB97M-V with the def2-TZVPD basis set",
  "elements": ["C", "N", "O", "S", "H", "H", "H"],
  "positions_angstrom": [[-0.4146, -0.5114, -0.9397], [0.7050, -0.0677, -0.5926], [-0.2937, -0.0265, 1.8013], [0.9489, 0.2401, 1.0989], [-0.5804, -0.7681, -1.9779], [-1.2413, -0.6496, -0.2378], [0.8762, 1.7833, 0.8478]],
  "orbital_gap_ev": 10.12,
  "total_charge": 0,
  "e_homo_ev": -9.87,
  "spin_multiplicity": 1
}

---

c | {
  "formula": "CH3NOS",
  "method": "ωB97M-V with the def2-TZVPD basis set",
  "elements": ["N", "S", "C", "O", "H", "H", "H"],
  "positions_angstrom": [[-1.1607, -0.2663, -0.4368], [-0.1054, -0.5115, 1.0136], [1.3380, 0.2828, 0.2458], [2.3957, 0.2942, 0.7860], [-1.6802, -1.0453, -0.4306], [-1.8349, 0.5012, -0.3909], [1.0475, 0.7450, -0.7872]],
  "orbital_gap_ev": 10.10,
  "total_charge": 0,
  "smiles": "NSC=O",
  "e_homo_ev": -9.67,
  "spin_multiplicity": 1
}

---

d | {
  "formula": "CH3NOS",
  "method": "ωB97M-V with the def2-TZVPD basis set",
  "elements": ["C", "N", "O", "S", "H", "H", "H"],
  "positions_angstrom": [[-0.7687, -0.2446, 0.5371], [1.1557, -0.0069, -2.0264], [1.8627, 0.8056, 0.3959], [0.9601, 0.1999, -0.5949], [-1.7934, 0.8253, 0.2504], [-1.1882, -1.2120, -0.0271], [-0.2282, -0.3673, 1.4651]],
  "orbital_gap_ev": 9.40,
  "total_charge": 0,
  "e_homo_ev": -10.26,
  "spin_multiplicity": 1
}

---

Most stable pick: c. Distance to second place: 1.255 eV.